No. 1
Here is an isolated molecule of C11H7Cl2NO2S in a non-equilibrium geometry from the Open Molecules 2025 dataset. Energies are from ωB97M-V/def2-TZVPD.

Each line ends with the Löwdin charge.
Positions of all 24 atoms, in Å:
O: -0.405 -1.080 -1.412  0.18
C: 0.122 -0.747 -0.477  -0.38
O: -0.079 -1.178 0.868  0.01
C: -1.117 -2.034 0.923  -0.25
C: -2.474 -1.383 0.777  -0.34
C: -3.130 -0.837 -0.153  -0.19
N: -4.245 -0.043 0.161  0.04
C: -4.372 -0.219 1.455  -1.21
Cl: -5.643 0.596 2.187  0.68
S: -3.149 -0.779 2.435  1.03
C: 1.417 0.232 -0.511  -0.23
C: 2.356 0.137 0.332  -0.02
C: 3.489 1.244 0.341  0.00
C: 3.462 2.082 -0.820  -0.20
C: 2.628 2.091 -1.756  -0.10
C: 1.489 1.005 -1.575  -0.54
Cl: 0.419 1.283 -2.862  0.76
H: -0.917 -2.854 0.108  0.18
H: -0.949 -2.540 1.704  0.05
H: -2.771 -1.165 -0.972  0.06
H: 2.332 -0.290 1.314  0.10
H: 4.234 1.105 1.243  0.13
H: 4.560 2.777 -0.686  0.18
H: 2.742 2.596 -2.625  0.06

* HOMO-LUMO gap: 0.320 Ha
* spin multiplicity: 1
* structure (SMILES): O=C(OCc1cnc(Cl)s1)c1ccccc1Cl
* HOMO: -8.681 eV

***

No. 2
Here is a structure of composition C11H7F7N2O3S2 in a non-equilibrium geometry from the Open Molecules 2025 dataset. Energies are from ωB97M-V/def2-TZVPD.

Each line ends with the Löwdin charge.
Positions of all 32 atoms, in Å:
C: 3.738 -2.259 0.661  -0.10
O: 3.168 -0.996 1.070  -0.22
C: 3.182 -0.068 -0.038  -0.16
C: 1.847 0.751 0.019  -0.08
C: 0.737 0.172 0.740  0.03
C: -0.570 0.915 0.773  -0.23
S: -1.956 0.124 1.647  0.78
O: -1.550 -1.109 2.341  -0.29
O: -2.371 1.069 2.696  -0.29
C: -3.405 -0.169 0.512  -0.41
F: -4.312 -1.000 1.104  0.13
F: -4.026 1.070 0.357  0.08
C: -3.044 -0.655 -0.953  -0.28
F: -2.415 0.327 -1.695  0.13
F: -4.267 -0.852 -1.595  0.12
C: -2.292 -2.042 -1.037  -0.44
F: -2.822 -3.004 -0.236  0.17
F: -2.420 -2.476 -2.344  0.13
F: -0.952 -1.971 -0.782  0.14
C: -0.791 2.200 0.158  0.03
C: 0.320 2.860 -0.588  -0.32
N: 0.285 4.081 -1.212  -0.22
S: 1.820 4.198 -1.851  0.99
N: 2.552 2.778 -1.380  -0.24
C: 1.626 2.070 -0.637  -0.25
H: 4.601 -2.079 -0.038  0.09
H: 2.985 -2.918 0.146  0.10
H: 4.102 -2.838 1.557  0.10
H: 4.028 0.666 0.025  0.13
H: 3.223 -0.711 -0.965  0.13
H: 0.779 -0.808 1.282  0.12
H: -1.800 2.672 0.262  0.13

* HOMO-LUMO gap: 0.288 Ha
* spin multiplicity: 1
* HOMO: -9.572 eV

***

No. 3
Here is a structure of composition C11H7FN2O7S in a non-equilibrium geometry from the Open Molecules 2025 dataset. Energies are from ωB97M-V/def2-TZVPD.

Each line ends with the Löwdin charge.
Positions of all 29 atoms, in Å:
O: 3.055 1.441 -1.547  0.24
C: 2.355 0.523 -1.531  -0.26
N: 1.477 -0.333 -1.465  0.20
C: 0.987 -0.597 -0.081  -0.41
C: 0.494 0.741 0.431  -0.15
C: -0.414 1.529 -0.286  -0.03
C: -0.804 2.772 0.216  -0.05
C: -0.285 3.225 1.434  -0.07
C: 0.617 2.456 2.167  -0.06
C: 0.995 1.216 1.649  -0.01
O: 2.064 -1.189 0.657  -0.12
S: 2.286 -2.644 -0.133  0.69
O: 3.389 -2.541 -1.029  -0.20
O: 2.420 -3.664 0.857  -0.22
O: 0.832 -2.759 -0.879  -0.14
C: 0.016 -1.771 -0.175  -0.15
C: -1.280 -1.603 -0.985  -0.38
O: -1.299 -1.887 -2.139  0.19
N: -2.389 -1.126 -0.231  0.17
C: -3.520 -0.799 -1.032  -0.50
O: -4.122 -1.500 -1.756  0.22
F: -3.905 0.472 -0.865  0.13
H: -0.799 1.179 -1.240  0.12
H: -1.486 3.387 -0.360  0.11
H: -0.604 4.202 1.785  0.11
H: 1.062 2.780 3.100  0.11
H: 1.698 0.590 2.192  0.12
H: -0.178 -2.298 0.769  0.18
H: -2.666 -1.800 0.477  0.16

* HOMO-LUMO gap: 0.374 Ha
* spin multiplicity: 1
* HOMO: -10.148 eV

***

No. 4
Here is the ion C11H7I2O2 with charge -1 in a non-equilibrium geometry from the Open Molecules 2025 dataset. Energies are from ωB97M-V/def2-TZVPD.

Each line ends with the Löwdin charge.
Positions of all 22 atoms, in Å:
C: -0.540 0.460 2.256  -0.01
C: -0.402 -0.738 1.876  -0.14
C: -0.249 -1.711 0.965  -0.05
C: 0.430 -1.266 -0.336  -0.34
C: -0.295 -1.797 -1.485  -0.15
C: -1.129 -1.098 -2.248  -0.70
I: -2.102 -1.785 -4.023  0.75
C: -1.371 0.303 -1.957  -0.18
C: -0.540 0.947 -1.099  -0.01
C: 0.560 0.231 -0.408  -0.26
C: 1.301 0.912 0.495  -0.38
I: 2.979 -0.228 1.447  0.82
C: 1.320 2.294 1.143  -0.89
O: 0.753 3.151 0.472  -0.02
O: 1.755 2.321 2.266  -0.12
H: 0.258 1.024 2.894  0.11
H: -1.488 1.071 2.326  0.11
H: -0.097 -2.625 1.400  0.07
H: 1.431 -1.617 -0.520  0.09
H: -0.045 -2.809 -1.817  0.11
H: -2.029 0.914 -2.610  0.08
H: -0.499 2.046 -1.036  0.11

* HOMO-LUMO gap: 0.260 Ha
* total charge: -1
* spin multiplicity: 1
* energy relative to the best compared isomer or geometry (same formula, charge and spin): 161.88 kJ/mol
* structure (SMILES): C=C=C[C@H]1C=C(I)C=C/C1=C(/I)C(=O)[O-]
* HOMO: -4.817 eV

***

No. 5
Here is a structure of composition C11H7N2O6Ru in a non-equilibrium geometry from the Open Molecules 2025 dataset. Energies are from ωB97M-V/def2-TZVPD.

Each line ends with the Löwdin charge.
Positions of all 27 atoms, in Å:
O: -0.068 3.074 -2.361  0.22
C: -0.059 1.932 -2.291  -0.17
Ru: -0.045 -0.042 -2.373  0.95
C: -0.034 -2.009 -2.342  -0.15
O: -0.024 -3.156 -2.433  0.23
C: -0.048 -0.070 -4.419  -0.18
O: -0.134 -1.040 -5.134  0.22
C: 1.906 -0.029 -2.513  -0.15
O: 3.039 -0.009 -2.675  0.23
C: -2.000 -0.055 -2.511  -0.15
O: -3.132 -0.049 -2.673  0.24
H: 0.043 0.986 -4.880  0.18
N: 0.650 0.620 4.926  0.39
C: -0.187 -0.169 4.185  -0.38
O: -1.005 -0.929 4.697  0.24
C: -0.088 -0.090 2.668  -0.14
C: 0.793 0.708 1.964  -0.01
C: 0.784 0.698 0.570  -0.13
N: -0.062 -0.071 -0.103  -0.10
C: -0.929 -0.862 0.537  -0.13
C: -0.965 -0.892 1.923  0.02
H: 0.549 0.537 5.905  0.15
H: 1.331 1.258 4.567  0.14
H: 1.508 1.361 2.456  0.11
H: 1.494 1.342 0.006  0.12
H: -1.620 -1.488 -0.075  0.12
H: -1.698 -1.558 2.380  0.13

* HOMO-LUMO gap (spin up / spin down): 0.172 / 0.169 Ha
* total charge: +2
* <S²>: 8.80
* spin multiplicity: 6
* energy relative to the best compared isomer or geometry (same formula, charge and spin): 53.78 kJ/mol
* HOMO (spin up / spin down): -12.559 / -16.303 eV